Record 1
{
  "formula": "C7H8NOS",
  "method": "wB97M-V/def2-TZVPD",
  "symbols": ["C", "C", "C", "C", "C", "C", "C", "N", "O", "S", "H", "H", "H", "H", "H", "H", "H", "H"],
  "coordinates": [[-1.1614, 0.1321, 0.7303], [-0.2866, 0.9232, 1.3700], [-0.7407, -0.9119, -0.0893], [1.0641, 0.8057, 1.0501], [0.5607, -1.0586, -0.4464], [1.6127, -0.1014, -0.0223], [2.7678, -0.1237, -0.6898], [0.3097, 2.7100, -0.8256], [1.2066, 2.4515, -0.0847], [-6.3638, 0.2846, -0.7010], [-2.2033, 0.2535, 0.8673], [-0.6594, 1.5791, 2.1205], [-1.5438, -1.6506, -0.2615], [1.8868, 1.1029, 1.7624], [0.9814, -1.7910, -1.1773], [3.6647, 0.4666, -0.6850], [2.7587, -0.8718, -1.4096], [-6.9198, 1.5051, -0.5457]],
  "total_energy_ev": -21756.5827,
  "de_lowest_ev": 3.171,
  "charge": -1,
  "max_force_ev_per_a": 5.67,
  "lumo_energy_ev": [1.43, 1.89],
  "homo_lumo_gap_ev": [3.8, 4.3]
}

Record 2
{
  "formula": "C10H14N4",
  "method": "wB97M-V/def2-TZVPD",
  "symbols": ["C", "C", "C", "C", "C", "C", "C", "C", "C", "C", "N", "N", "N", "N", "H", "H", "H", "H", "H", "H", "H", "H", "H", "H", "H", "H", "H", "H"],
  "coordinates": [[0.3482, -3.6014, -0.5797], [0.6753, -2.6135, -1.4852], [0.1873, -3.3884, 0.7494], [0.8030, -1.3256, -1.0842], [0.1933, -2.0540, 1.2041], [0.5147, -1.0108, 0.2683], [-1.4897, 1.1244, -0.0282], [0.4076, 2.1973, -0.7669], [0.5474, 0.3292, 0.7375], [0.2385, 0.8286, 2.1069], [-0.9323, 2.2105, -0.6994], [1.1370, 1.3615, -0.0195], [-2.7814, 0.9888, 0.0128], [0.9673, 3.0497, -1.6200], [0.3702, -4.5295, -1.0368], [0.8578, -2.9762, -2.4240], [0.0237, -4.1735, 1.3469], [1.0451, -0.6001, -1.7687], [-0.0536, -1.9574, 2.2357], [0.5586, 1.8199, 2.2547], [0.8734, 0.3597, 2.7645], [-0.8123, 0.7332, 2.5138], [-1.3006, 2.9438, -1.1868], [2.1110, 1.4452, 0.2196], [-3.3001, 0.2247, 0.4115], [-3.5787, 1.5523, -0.2311], [0.4851, 3.8784, -2.0015], [1.9042, 3.1832, -1.8936]],
  "total_energy_ev": -16538.5759,
  "de_lowest_ev": 0.858,
  "charge": 2,
  "max_force_ev_per_a": 4.10,
  "lumo_energy_ev": -8.63,
  "homo_lumo_gap_ev": 7.7
}

Record 3
{
  "formula": "C31H34N5O3",
  "method": "wB97M-V/def2-TZVPD",
  "symbols": ["C", "C", "C", "C", "C", "C", "C", "N", "C", "C", "N", "H", "H", "H", "H", "H", "H", "H", "H", "H", "H", "C", "N", "C", "O", "C", "C", "C", "C", "C", "C", "C", "C", "N", "C", "C", "C", "C", "C", "C", "N", "O", "O", "C", "C", "C", "C", "C", "C", "H", "H", "H", "H", "H", "H", "H", "H", "H", "H", "H", "H", "H", "H", "H", "H", "H", "H", "H", "H", "H", "H", "H", "H"],
  "coordinates": [[-6.0308, -2.8454, -1.7549], [-4.5652, -3.1633, -1.6847], [-3.6057, -2.1319, -1.5693], [-2.2419, -2.4701, -1.5015], [-1.9215, -3.8045, -1.5354], [-2.8250, -4.8566, -1.6813], [-4.1750, -4.5111, -1.7466], [-0.5523, -3.9036, -1.6103], [0.0038, -2.7174, -1.5973], [1.4712, -2.6648, -1.7807], [-0.9448, -1.7631, -1.5478], [-6.6130, -3.7728, -1.7640], [-6.3807, -2.2555, -0.9017], [-6.3092, -2.2926, -2.6592], [-3.9505, -1.1051, -1.5383], [-2.4493, -5.8678, -1.7461], [-4.9579, -5.2760, -1.8407], [-0.0770, -4.7915, -1.7279], [1.8586, -1.6542, -1.8585], [1.9313, -3.1870, -0.9260], [1.7161, -3.2238, -2.7004], [1.9706, 4.4562, 2.9739], [1.9878, 3.1892, 2.2743], [2.9589, 2.2798, 2.5678], [3.8425, 2.4326, 3.4106], [2.7145, 1.0629, 1.6793], [2.5371, -0.2075, 2.5158], [3.7562, -0.5834, 3.3140], [3.6243, -0.7941, 4.6830], [4.7456, -1.0847, 5.4600], [6.0089, -1.1836, 4.8453], [6.1234, -1.0386, 3.4589], [4.9985, -0.7379, 2.6848], [1.5060, 1.4007, 0.9464], [1.0123, 0.4633, 0.0530], [-0.1796, 0.4987, -0.6034], [-0.6612, -0.3742, -1.7761], [-1.8181, 0.2720, -2.5991], [-2.3769, 1.5002, -2.2691], [-3.3484, 2.0817, -3.1184], [-3.8123, 3.4150, -2.8924], [-4.6058, 3.8797, -3.7482], [-3.4213, 4.0740, -1.9016], [-3.8029, 1.4290, -4.2697], [-3.1970, 0.2277, -4.6376], [-2.1559, -0.3011, -3.8463], [1.0301, 2.7768, 1.2356], [-0.3905, 2.7713, 1.8094], [1.1605, 3.7309, 0.0385], [2.7968, 4.4508, 3.6898], [2.1066, 5.3030, 2.2908], [1.0351, 4.5995, 3.5268], [3.5788, 0.9728, 0.9941], [1.6858, -0.0302, 3.1967], [2.2500, -1.0283, 1.8448], [2.6342, -0.6919, 5.1390], [4.6384, -1.2273, 6.5350], [6.8948, -1.3784, 5.4573], [7.0975, -1.1520, 2.9721], [5.0756, -0.6031, 1.6067], [1.6886, -0.3966, -0.0609], [-0.7905, 1.3832, -0.4691], [0.1779, -0.3159, -2.4952], [-2.1323, 2.0424, -1.3516], [-4.5646, 1.9249, -4.8648], [-3.5201, -0.2607, -5.5604], [-1.6266, -1.1929, -4.1915], [-0.4043, 2.1473, 2.7154], [-0.6900, 3.7968, 2.0669], [-1.1086, 2.3681, 1.0903], [2.2247, 3.8838, -0.1948], [0.6514, 3.3221, -0.8423], [0.7121, 4.7041, 0.2888]],
  "total_energy_ev": -46283.3880,
  "de_lowest_ev": 0.000,
  "charge": 1,
  "max_force_ev_per_a": 3.74,
  "smiles": "Cc1ccc2[nH]c(C)[n+]([C@H](/C=C/N3[C@H](Cc4ccccc4)C(=O)N(C)C3(C)C)c3cccc([N+](=O)[O-])c3)c2c1",
  "lumo_energy_ev": -3.42,
  "homo_lumo_gap_ev": 7.2
}

Record 4
{
  "formula": "C3H5N5O",
  "method": "wB97M-V/def2-TZVPD",
  "symbols": ["C", "C", "C", "N", "N", "N", "N", "N", "O", "H", "H", "H", "H", "H"],
  "coordinates": [[0.4667, -0.3175, 1.0774], [0.2979, 1.8408, -0.4723], [-1.4814, -1.9622, -0.1084], [1.3386, -1.3126, 1.0308], [2.0689, -1.1203, -0.0603], [1.7680, -0.0398, -0.6362], [-2.0526, -0.9930, -0.3066], [0.7683, 0.5639, 0.0587], [-2.6544, 0.0109, -0.5802], [0.3128, 1.5508, -1.5881], [-0.6693, 2.2842, -0.1914], [1.0851, 2.6184, -0.2901], [-0.2759, -0.2796, 1.7979], [-0.9727, -2.8441, 0.2689]],
  "total_energy_ev": -12685.0438,
  "de_lowest_ev": 4.251,
  "max_force_ev_per_a": 3.23,
  "smiles": "C#[N+][O-].Cn1cnnn1",
  "lumo_energy_ev": 0.77,
  "homo_lumo_gap_ev": 11.0
}